Formula: CH10N2O3
Source: the Open Molecules 2025 dataset
Level of theory: ωB97M-V with the def2-TZVPD basis set

Last column: natural (NBO) charge in e.
Element x y z (Å)
N 0.57147 0.24102 -1.49282  -0.806
C -0.47436 1.00673 -1.10127  0.334
N -0.32182 2.29250 -0.83120  -0.910
H 0.24119 -0.74847 -1.58775  0.433
H 1.52723 0.43715 -1.06186  0.399
H -1.45403 0.48607 -1.03927  0.157
H -0.89868 3.01760 -1.21380  0.384
H -0.12999 -0.43458 1.90855  0.512
H -0.51686 -1.75811 2.23262  0.467
O -0.21131 -1.29587 1.51859  -0.967
H 0.11732 1.70595 0.99740  0.512
H 1.39364 1.10614 1.77905  0.474
O 0.41254 1.32026 1.87630  -0.994
H 0.10915 -3.12201 -1.02442  0.476
H -0.21524 -2.02608 0.00675  0.512
O -0.15025 -2.22830 -0.96688  -0.984

Computed properties:
Energy relative to the best compared isomer or geometry (same formula, charge and spin) (kcal per mole): 34.7
Total energy (eV): -10321.0714
Net charge: 0
HOMO (eV): -8.50
Molar mass (g mol⁻¹): 98.102